<w>
13
Properties=species:S:1:pos:R:3:nbo_charge:R:1 method="wB97M-V/def2-TZVPD" homo_ev=-14.4 charge=+1 homo_lumo_gap_ev=10.24
C -0.934 0.922 -1.460 -0.651
C -0.126 0.260 -0.370 0.180
C 1.075 0.520 0.239 -0.053
N 1.238 -0.419 1.243 -0.450
C 0.175 -1.240 1.293 0.224
N -0.661 -0.777 0.366 -0.454
H -1.948 0.559 -1.344 0.239
H -0.974 1.997 -1.301 0.259
H -0.411 0.839 -2.411 0.266
H 1.962 1.063 -0.039 0.262
H 1.948 -0.262 1.943 0.460
H 0.253 -2.305 1.475 0.264
H -1.597 -1.157 0.367 0.455

<x>
13
Properties=species:S:1:pos:R:3:nbo_charge:R:1 method="wB97M-V/def2-TZVPD" homo_ev=-13.8 charge=+1 homo_lumo_gap_ev=8.15
C -0.755 -1.084 0.002 -0.708
C 0.702 -0.774 -0.308 -0.059
C 0.828 0.683 -0.372 0.122
C -1.486 0.107 0.273 0.345
N 1.472 0.028 0.588 -0.555
N -0.655 1.257 0.043 -0.662
H -1.220 -1.671 -0.776 0.372
H -1.030 -1.988 0.577 0.352
H 1.259 -1.415 -0.812 0.230
H 1.235 1.301 -1.043 0.214
H 1.363 0.059 1.597 0.409
H -0.574 1.672 0.915 0.457
H -1.141 1.827 -0.684 0.481

Verdict on stability: <w> comes out on top.

<w>
13
Properties=species:S:1:pos:R:3:nbo_charge:R:1 method="wB97M-V/def2-TZVPD" homo_ev=-14.9 charge=+1 homo_lumo_gap_ev=10.83
C 0.888 1.178 0.022 0.108
C 1.165 -1.079 -0.024 -0.192
C -0.510 0.798 -0.377 -0.158
C -0.642 -0.666 -0.508 -0.099
N 1.650 0.173 0.328 -0.320
N -1.197 0.070 0.662 -0.535
H 1.083 2.176 0.057 0.220
H 1.318 -1.935 0.732 0.265
H 1.582 -1.221 -1.052 0.258
H -0.946 1.581 -0.907 0.260
H -1.428 -1.212 -1.097 0.272
H -0.780 -0.083 1.672 0.472
H -2.183 0.220 0.493 0.449

<x>
13
Properties=species:S:1:pos:R:3:nbo_charge:R:1 method="wB97M-V/def2-TZVPD" homo_ev=-16.0 charge=+1 homo_lumo_gap_ev=10.25
C -2.184 -0.318 -0.431 -0.441
N -0.914 -0.292 0.201 -0.393
C 0.237 0.279 -0.106 0.329
C 1.521 0.286 0.598 -0.631
C 2.627 0.316 -0.226 0.223
N 3.408 0.299 -1.066 -0.180
H -2.031 -0.189 -1.477 0.245
H -2.541 -1.387 -0.199 0.252
H -2.985 0.359 -0.013 0.272
H -0.853 -0.906 1.106 0.444
H 0.305 0.928 -0.989 0.245
H 1.671 1.131 1.237 0.332
H 1.740 -0.505 1.367 0.303

<y>
13
Properties=species:S:1:pos:R:3:nbo_charge:R:1 method="wB97M-V/def2-TZVPD" homo_ev=-14.0 charge=+1 homo_lumo_gap_ev=9.00
C -0.606 -2.354 0.608 0.438
N 0.119 -1.497 0.536 -0.143
C 0.994 -0.386 0.633 -0.275
C 0.017 0.845 0.633 -0.253
N -0.767 0.590 -0.647 -0.454
C -0.743 1.410 -1.623 -0.013
H -0.860 -3.426 0.439 0.317
H 1.597 -0.230 -0.205 0.267
H 1.694 -0.638 1.524 0.279
H -0.679 0.582 1.472 0.212
H 0.444 1.860 0.818 0.241
H -0.189 2.368 -1.665 0.180
H -1.022 0.876 -2.524 0.203

<z>
13
Properties=species:S:1:pos:R:3:nbo_charge:R:1 method="wB97M-V/def2-TZVPD" homo_ev=-13.4 charge=+1 homo_lumo_gap_ev=8.17
C 2.585 -2.925 0.285 -0.052
C 1.543 -2.693 0.887 -0.116
C 0.359 -2.419 1.642 -0.365
C -1.145 -0.483 1.147 0.483
N -0.096 2.180 -1.675 -1.095
N -0.491 -1.438 1.280 -0.152
H 3.538 -3.184 -0.113 0.264
H -0.197 -3.460 1.810 0.315
H 0.550 -2.304 2.691 0.302
H -1.927 0.272 1.210 0.317
H -0.087 1.351 -2.268 0.353
H 0.493 2.911 -2.242 0.386
H -1.108 2.460 -1.728 0.359

Verdict on stability: <x> comes out on top.

<w>
9
Properties=species:S:1:pos:R:3:nbo_charge:R:1 method="wB97M-V/def2-TZVPD" homo_ev="-9.2 / -10.2" homo_lumo_gap_ev="6.66 / 8.83"
C -1.813 0.234 0.083 0.339
N -2.440 1.133 0.519 -0.336
N -0.168 -1.410 0.378 -0.474
N -1.084 -0.715 -0.259 -0.259
N 1.334 1.241 -0.389 0.527
O 1.604 2.006 -1.238 -0.223
O 1.902 0.247 -0.069 -0.307
H 0.159 -1.062 1.204 0.359
H 0.506 -1.674 -0.229 0.375

<x>
9
Properties=species:S:1:pos:R:3:nbo_charge:R:1 method="wB97M-V/def2-TZVPD" homo_ev="-8.3 / -8.3" homo_lumo_gap_ev="5.57 / 5.57"
C 0.059 -1.665 -0.038 0.326
N -0.308 -2.714 -0.378 -0.284
N 1.283 0.280 0.128 -0.428
N 0.553 -0.709 0.605 -0.229
N -1.468 0.957 0.123 0.456
O -2.560 0.611 -0.028 -0.293
O -0.730 1.667 -0.477 -0.354
H 1.571 0.590 -0.788 0.404
H 1.599 0.985 0.853 0.403

Verdict on stability: <w> comes out on top.

<w>
19
Properties=species:S:1:pos:R:3:nbo_charge:R:1 method="wB97M-V/def2-TZVPD" homo_ev=-8.0 homo_lumo_gap_ev=8.39
C -0.338 0.426 2.296 -0.399
C -0.453 -0.265 1.129 -0.012
C -1.636 -1.206 0.872 -0.659
C 0.525 -0.098 0.085 -0.027
C 1.810 0.252 0.384 -0.387
C 0.123 -0.260 -1.370 -0.435
C 0.502 0.978 -2.223 -0.604
H -0.624 -0.143 3.176 0.196
H -0.043 1.464 2.291 0.213
H -2.514 -0.590 0.735 0.230
H -1.341 -1.963 0.161 0.216
H -1.787 -1.718 1.832 0.220
H 2.267 -0.188 1.261 0.207
H 2.275 1.056 -0.175 0.201
H -0.971 -0.294 -1.414 0.198
H 0.436 -1.224 -1.767 0.214
H 1.515 0.838 -2.599 0.207
H 0.407 1.854 -1.587 0.209
H -0.155 1.081 -3.085 0.212

<x>
19
Properties=species:S:1:pos:R:3:nbo_charge:R:1 method="wB97M-V/def2-TZVPD" homo_ev=-9.4 homo_lumo_gap_ev=10.52
C -0.575 1.398 1.503 -0.409
C 0.467 1.709 0.739 -0.173
C 1.154 0.901 -0.329 -0.431
C 0.589 -0.477 -0.721 -0.265
C 0.794 -1.542 0.357 -0.613
C -0.827 -0.331 -1.218 -0.154
C -1.909 -0.954 -0.765 -0.418
H -0.966 2.106 2.227 0.199
H -1.105 0.458 1.425 0.195
H 0.888 2.703 0.872 0.194
H 2.189 0.772 0.010 0.218
H 1.227 1.528 -1.231 0.215
H 1.191 -0.785 -1.591 0.214
H 0.469 -2.524 -0.005 0.214
H 1.857 -1.612 0.613 0.212
H 0.247 -1.316 1.278 0.210
H -0.948 0.394 -2.023 0.196
H -2.890 -0.748 -1.182 0.203
H -1.854 -1.682 0.040 0.192

<y>
19
Properties=species:S:1:pos:R:3:nbo_charge:R:1 method="wB97M-V/def2-TZVPD" homo_ev=-8.3 homo_lumo_gap_ev=8.94
C -2.142 -0.540 0.718 -0.602
C -1.313 -0.237 -0.527 -0.385
C 0.645 -0.057 -1.672 0.196
C 1.465 1.017 -1.034 -0.603
C 1.384 0.949 0.504 -0.428
C 0.964 -0.506 0.742 -0.422
C 0.132 -0.844 -0.512 -0.395
H -3.123 -0.060 0.629 0.215
H -2.302 -1.617 0.841 0.207
H -1.673 -0.158 1.631 0.203
H -1.820 -0.628 -1.414 0.227
H -1.271 0.853 -0.662 0.205
H 2.468 0.707 -1.383 0.270
H 1.311 2.005 -1.484 0.246
H 2.329 1.207 0.993 0.215
H 0.623 1.644 0.883 0.201
H 0.438 -0.662 1.689 0.214
H 1.850 -1.154 0.759 0.206
H 0.036 -1.919 -0.700 0.228

Verdict on stability: <x> comes out on top.

<w>
19
Properties=species:S:1:pos:R:3:nbo_charge:R:1 method="wB97M-V/def2-TZVPD" homo_ev=-7.6 homo_lumo_gap_ev=8.42
C 0.358 -0.034 -2.597 -0.602
C 0.828 0.356 -1.198 -0.494
C -0.242 0.800 -0.254 -0.079
C -1.463 -0.715 0.715 -0.437
C -0.730 -0.110 1.876 -0.254
C 0.758 -0.307 1.866 -0.432
C 0.159 0.904 1.197 -0.299
H 1.214 -0.165 -3.269 0.208
H -0.300 0.735 -3.016 0.213
H -0.197 -0.981 -2.580 0.199
H 1.540 -0.391 -0.806 0.185
H 1.405 1.297 -1.263 0.243
H -1.264 0.074 -0.287 0.232
H -1.292 -1.768 0.486 0.213
H -2.526 -0.449 0.674 0.228
H -1.245 0.047 2.821 0.222
H 1.270 -0.140 2.811 0.220
H 1.177 -1.110 1.259 0.204
H 0.399 1.892 1.591 0.229

<x>
19
Properties=species:S:1:pos:R:3:nbo_charge:R:1 method="wB97M-V/def2-TZVPD" homo_ev=-8.2 homo_lumo_gap_ev=9.21
C 0.751 -1.958 -0.649 -0.409
C 0.505 -0.739 -0.129 0.005
C -0.841 -0.442 0.391 -0.229
C -1.245 0.616 1.085 -0.163
C -2.562 0.636 1.801 -0.640
C 1.470 0.418 -0.317 -0.442
C 1.832 0.656 -1.776 -0.588
H 1.772 -2.323 -0.654 0.196
H -0.033 -2.507 -1.156 0.202
H -1.468 -1.331 0.350 0.197
H -0.629 1.490 1.239 0.192
H -3.328 1.210 1.273 0.218
H -2.498 0.988 2.828 0.216
H -2.976 -0.374 1.833 0.209
H 1.011 1.253 0.204 0.205
H 2.454 0.286 0.149 0.214
H 2.512 1.494 -1.929 0.207
H 2.328 -0.231 -2.166 0.208
H 0.942 0.860 -2.377 0.204

<y>
19
Properties=species:S:1:pos:R:3:nbo_charge:R:1 method="wB97M-V/def2-TZVPD" homo_ev="-7.2 / -8.0" homo_lumo_gap_ev="7.46 / 9.00"
C -2.535 0.315 0.087 -0.673
C -1.313 -0.493 -0.202 -0.059
C -0.269 -0.036 -1.133 -0.472
C 0.890 0.044 -0.107 -0.117
C 2.208 -0.674 -0.323 -0.467
C 2.159 0.775 -0.019 -0.167
C 0.359 0.058 1.288 -0.608
H -3.294 0.147 -0.695 0.218
H -2.313 1.388 0.090 0.207
H -2.993 0.049 1.045 0.218
H -1.355 -1.557 0.018 0.184
H -0.032 -0.756 -1.926 0.218
H -0.504 0.937 -1.580 0.208
H 2.364 -1.000 -1.357 0.216
H 2.605 -1.375 0.414 0.213
H 2.630 1.604 -0.539 0.204
H 1.484 0.570 1.568 0.228
H -0.313 0.880 1.534 0.225
H 0.223 -0.878 1.836 0.225

Verdict on stability: <x> comes out on top.